{
  "formula": "C7H8NO5",
  "method": "wB97M-V/def2-TZVPD",
  "elements": ["O", "C", "O", "C", "O", "C", "C", "C", "N", "C", "O", "C", "O", "H", "H", "H", "H", "H", "H", "H", "H"],
  "xyz": [[2.72, -0.03, -2.15], [2.28, 0.23, -1.05], [3.08, 0.44, -0.05], [0.79, 0.24, -0.69], [0.03, 0.52, -1.87], [0.46, -1.21, -0.10], [-0.70, -1.12, 0.79], [-2.07, -0.63, 0.44], [-2.23, 0.87, 0.35], [-1.30, 1.75, 0.24], [-1.44, 2.91, 0.09], [0.48, 1.31, 0.33], [1.29, 1.51, 1.20], [2.63, 0.72, 0.80], [-0.92, 0.81, -1.55], [1.31, -1.68, 0.29], [0.25, -1.69, -1.02], [-0.88, -2.13, 1.19], [-0.52, -0.74, 1.83], [-2.56, -1.20, -0.42], [-2.70, -0.87, 1.36]],
  "nbo_charge": [-0.60, 0.78, -0.70, 0.01, -0.72, -0.40, -0.45, -0.22, -0.67, 0.56, -0.68, 0.51, -0.62, 0.51, 0.49, 0.21, 0.23, 0.20, 0.21, 0.17, 0.18],
  "e_homo_ev": -4.327,
  "total_charge": -1,
  "smiles": "O=C(O)[C@@]1(O)CCCN=C([O-])C1=O",
  "relative_energy_kcal_mol": 20.2,
  "e_tot_ev": -19115.9348,
  "mol_weight_g_mol": 186.14,
  "orbital_gap_ev": 7.751
}

{
  "formula": "C7H8O",
  "method": "wB97M-V/def2-TZVPD",
  "elements": ["C", "C", "C", "C", "C", "C", "C", "H", "H", "H", "H", "H", "H", "H", "H", "O"],
  "xyz": [[2.26, -0.04, -0.12], [0.73, -0.30, 0.01], [-0.04, -0.80, 1.23], [-1.39, -0.13, 0.62], [-1.34, -0.67, -0.77], [-0.09, -1.00, -1.05], [-0.38, 0.86, 0.10], [2.70, -1.10, 0.43], [2.50, 0.77, 0.76], [2.42, 0.17, -1.20], [0.31, -0.39, 2.17], [-0.12, -1.78, 1.59], [-2.24, 0.30, 1.10], [-2.53, -0.82, -1.09], [0.31, -1.11, -2.16], [-0.23, 2.05, -0.21]],
  "nbo_charge": [-0.62, -0.19, -0.36, -0.36, -0.20, -0.19, 0.62, 0.22, 0.24, 0.24, 0.21, 0.21, 0.25, 0.25, 0.23, -0.56],
  "e_homo_ev": -8.958,
  "relative_energy_kcal_mol": 119.2,
  "e_tot_ev": -9431.0715,
  "mol_weight_g_mol": 108.14,
  "orbital_gap_ev": 9.889
}

{
  "formula": "C7H8O",
  "method": "wB97M-V/def2-TZVPD",
  "elements": ["C", "C", "C", "C", "C", "C", "C", "H", "H", "H", "H", "H", "H", "H", "H", "O"],
  "xyz": [[1.99, 1.75, -3.17], [1.55, 1.22, -1.76], [0.97, 0.81, -0.76], [0.26, 0.24, 0.43], [-0.78, -0.69, 0.40], [-1.33, -1.66, 1.41], [-1.84, -1.06, 2.76], [0.83, 2.16, -3.81], [2.69, 0.78, -3.61], [2.49, 2.65, -2.64], [0.75, 0.25, 1.34], [-1.54, -0.97, -0.49], [-1.74, -2.60, 1.09], [-2.39, -1.07, 3.70], [-1.38, 0.01, 2.50], [-0.54, -1.81, 2.62]],
  "nbo_charge": [-0.71, 0.01, -0.08, -0.24, -0.17, 0.03, -0.16, 0.26, 0.27, 0.26, 0.23, 0.21, 0.21, 0.24, 0.17, -0.52],
  "e_homo_ev": -8.830,
  "relative_energy_kcal_mol": 185.4,
  "e_tot_ev": -9428.2017,
  "mol_weight_g_mol": 108.14,
  "orbital_gap_ev": 9.291
}

{
  "formula": "C7H8O2",
  "method": "wB97M-V/def2-TZVPD",
  "elements": ["C", "C", "C", "C", "C", "C", "C", "H", "H", "H", "H", "H", "H", "H", "H", "O", "O"],
  "xyz": [[-0.70, 1.53, 0.09], [0.32, 0.66, 0.36], [-0.14, -0.58, 1.22], [-0.38, -1.73, 0.53], [0.03, -1.90, -0.89], [0.34, -0.47, -1.68], [0.65, 0.53, -0.94], [-1.69, 0.93, -0.47], [-1.04, 1.93, 1.02], [-0.14, 2.29, -0.63], [1.26, 0.71, 2.53], [-0.59, -0.36, 2.15], [-1.23, -2.54, 0.96], [0.66, -0.70, -2.63], [1.14, 1.34, -1.33], [1.46, 1.39, 1.06], [0.04, -3.03, -1.35]],
  "nbo_charge": [-0.59, 0.09, -0.17, -0.26, 0.52, -0.30, -0.13, 0.24, 0.22, 0.24, 0.42, 0.21, 0.24, 0.22, 0.22, -0.64, -0.53],
  "e_homo_ev": -9.662,
  "relative_energy_kcal_mol": 199.2,
  "e_tot_ev": -11474.9233,
  "mol_weight_g_mol": 124.14,
  "orbital_gap_ev": 8.209
}

{
  "formula": "C7H8O2PS2",
  "method": "wB97M-V/def2-TZVPD",
  "elements": ["C", "C", "C", "C", "C", "C", "C", "P", "O", "O", "S", "S", "H", "H", "H", "H", "H", "H", "H", "H"],
  "xyz": [[-0.54, -1.58, -0.85], [-0.55, -0.60, 0.30], [-1.17, -0.83, 1.53], [-1.18, 0.08, 2.56], [-0.57, 1.36, 2.38], [0.12, 1.55, 1.18], [0.21, 0.55, 0.22], [1.15, 1.14, -1.27], [2.03, 2.26, -0.96], [0.32, 1.26, -2.49], [2.44, -0.76, -1.66], [1.57, -1.37, -3.39], [-0.89, -1.18, -1.71], [0.56, -1.82, -1.01], [-1.05, -2.49, -0.53], [-1.82, -1.70, 1.64], [-1.47, -0.25, 3.54], [-0.73, 2.14, 3.12], [0.68, 2.43, 1.08], [0.90, -0.21, -3.66]],
  "nbo_charge": [-0.66, 0.02, -0.24, -0.21, -0.24, -0.18, -0.40, 2.12, -1.14, -1.15, -0.39, -0.25, 0.23, 0.26, 0.19, 0.19, 0.20, 0.20, 0.23, 0.21],
  "e_homo_ev": -4.189,
  "total_charge": -1,
  "smiles": "Cc1ccccc1[P@](=O)([O-])SS",
  "relative_energy_kcal_mol": 0.0,
  "e_tot_ev": -42446.8241,
  "mol_weight_g_mol": 219.25,
  "orbital_gap_ev": 7.489
}